{
  "formula": "CH3N2O3S",
  "method": "ωB97M-V with the def2-TZVPD basis set",
  "lumo_energy_ev": -6.47,
  "charge": 1,
  "orbital_gap_ha": 0.332,
  "homo_energy_ev": -15.511,
  "relative_energy_kcal_mol": 60.27,
  "species": ["C", "N", "N", "O", "O", "O", "S", "H", "H", "H"],
  "positions_angstrom": [[-0.893, -2.032, 1.227], [-0.812, -1.524, 0.223], [0.411, 1.823, -0.165], [1.956, -1.518, -1.239], [-0.955, 1.676, -0.403], [1.049, 0.571, -0.457], [0.758, -0.799, -1.233], [-0.915, -2.430, 2.261], [0.463, 1.896, 0.847], [-1.064, 2.336, -1.061]]
}